Density functional theory data (ωB97M-V with the def2-TZVPD basis set) for a 3-piece molecular cluster, C41H81ClF5N8O5P2 overall.

The calculation puts the HOMO-LUMO gap at 6.003 eV. The HOMO energy comes out at -0.3466 Ha.

Structure (ORCA input):
```
! wB97M-V def2-TZVPD RIJCOSX def2/J DEFGRID3
* xyz 1 1
C -2.250 1.884 7.306
O -1.320 2.399 8.271
C -0.140 2.841 7.564
C 0.982 1.723 7.642
C 1.903 1.864 6.358
C 1.775 0.624 5.368
C 2.920 -0.418 5.706
C 2.658 -1.839 5.026
C 1.632 -2.598 5.983
C 0.740 -3.664 5.216
C -0.821 -3.432 5.496
C -1.676 -3.621 4.155
C -2.783 -2.506 3.972
C -2.258 -1.101 3.484
C -0.739 -1.081 3.029
N -0.514 -1.625 1.660
C -1.332 -0.982 0.585
C -0.821 0.467 0.183
O 0.111 0.392 -0.919
N 0.867 1.596 -0.818
O 0.445 2.326 -1.630
C -2.878 -1.048 0.874
C -3.443 -2.501 0.736
C -3.347 -3.062 -0.745
C -3.952 -4.537 -0.737
Cl -3.113 -5.579 -1.963
C -3.082 -0.394 2.332
C -4.582 -0.073 2.664
F -5.486 -0.502 1.682
F -5.039 -0.565 3.878
C -4.775 1.496 2.741
C -4.293 2.111 3.993
C -4.391 3.534 4.247
C -5.018 4.347 3.185
C -5.493 3.731 1.952
C -6.106 4.638 0.854
F -5.079 4.961 -0.032
F -7.015 3.931 0.115
F -6.614 5.789 1.363
C -5.393 2.281 1.700
H -1.720 1.352 6.468
H -2.912 1.139 7.813
H -2.827 2.744 6.856
H -0.429 3.096 6.507
H 0.242 3.777 8.047
H 0.515 0.702 7.631
H 1.570 1.928 8.573
H 1.668 2.805 5.784
H 2.979 1.884 6.685
H 1.912 0.981 4.307
H 0.759 0.138 5.443
H 2.871 -0.586 6.815
H 3.908 0.024 5.423
H 2.225 -1.616 4.015
H 3.615 -2.422 4.954
H 2.200 -3.152 6.774
H 0.986 -1.784 6.419
H 0.872 -3.443 4.112
H 1.060 -4.724 5.365
H -1.127 -4.160 6.292
H -0.957 -2.364 5.804
H -1.026 -3.794 3.259
H -2.242 -4.586 4.313
H -3.610 -2.955 3.373
H -3.217 -2.347 5.002
H -2.291 -0.400 4.368
H -0.465 0.013 2.981
H -0.039 -1.536 3.769
H -0.624 -2.644 1.568
H 0.477 -1.432 1.425
H -1.168 -1.602 -0.346
H -0.380 1.000 1.066
H -1.751 1.027 -0.129
H -3.411 -0.384 0.143
H -4.503 -2.637 1.061
H -2.833 -3.222 1.363
H -3.914 -2.419 -1.468
H -2.290 -3.181 -1.095
H -3.777 -4.985 0.276
H -5.061 -4.484 -0.892
H -2.589 0.619 2.214
H -3.811 1.471 4.774
H -3.993 3.959 5.190
H -5.069 5.443 3.375
H -5.771 1.821 0.763
O 5.838 6.430 -2.064
P 5.202 5.182 -2.667
N 6.695 4.538 -3.270
C 6.880 3.711 -4.451
C 7.607 4.058 -2.230
N 4.390 6.083 -3.914
C 4.883 6.153 -5.278
C 3.936 7.423 -3.524
N 4.352 3.715 -3.207
C 2.992 3.811 -3.754
C 4.229 2.799 -2.049
H 6.465 2.701 -4.341
H 7.946 3.598 -4.668
H 6.469 4.154 -5.353
H 7.344 3.047 -1.895
H 7.592 4.715 -1.357
H 8.638 4.036 -2.590
H 5.907 6.540 -5.331
H 4.246 6.798 -5.890
H 4.825 5.181 -5.772
H 4.749 8.154 -3.567
H 3.528 7.421 -2.513
H 3.135 7.765 -4.186
H 2.336 4.402 -3.109
H 2.550 2.815 -3.867
H 2.977 4.233 -4.756
H 3.556 3.218 -1.293
H 5.196 2.627 -1.570
H 3.851 1.821 -2.355
O -1.624 -4.748 -4.604
P -1.195 -4.330 -6.007
N -0.004 -5.578 -6.172
C 1.233 -5.517 -6.934
C -0.561 -6.926 -6.312
N -0.442 -2.863 -5.435
C 0.993 -2.736 -5.256
C -1.099 -2.227 -4.294
N -0.884 -3.813 -7.677
C -0.907 -2.380 -8.022
C -1.906 -4.442 -8.557
H 1.070 -5.500 -8.019
H 1.853 -6.391 -6.716
H 1.859 -4.672 -6.669
H -0.870 -7.131 -7.344
H -1.432 -7.064 -5.668
H 0.169 -7.686 -6.023
H 1.395 -3.495 -4.573
H 1.251 -1.751 -4.857
H 1.518 -2.780 -6.212
H -0.819 -2.704 -3.346
H -2.185 -2.268 -4.391
H -0.829 -1.167 -4.235
H -1.804 -1.882 -7.646
H -0.876 -2.250 -9.109
H -0.029 -1.856 -7.654
H -2.903 -4.039 -8.353
H -1.951 -5.523 -8.403
H -1.670 -4.282 -9.610
*
```

---

Density functional theory data (ωB97M-V with the def2-TZVPD basis set) for C4H9IN3 as an isolated structure.

The calculation puts the HOMO-LUMO gap at 8.407 eV. As for the energy above the lowest of the compared OMol25 structures with the same formula, charge and spin: 383.60 kJ/mol. The HOMO energy comes out at -0.5170 Ha.

Structure (ORCA input):
```
! wB97M-V def2-TZVPD RIJCOSX def2/J DEFGRID3
* xyz 1 1
C -2.728 -1.339 0.425
C 0.547 0.088 0.024
C 1.831 -0.679 -0.173
C 0.441 1.246 -0.994
N -1.559 -1.042 0.138
N -0.574 -0.801 -0.492
N 0.326 0.460 1.416
I -4.040 0.210 -0.055
H -3.166 -2.226 0.981
H 2.635 0.011 -0.257
H 1.653 -1.243 -1.087
H 2.082 -1.347 0.671
H -0.368 1.959 -0.695
H 0.305 0.851 -2.062
H 1.271 1.933 -0.901
H 1.320 0.485 1.830
H 0.026 1.435 1.230
*
```

---

Density functional theory data (ωB97M-V with the def2-TZVPD basis set) for a 8-piece molecular cluster, C20H48BF4N2O15 overall.

Its expectation value of S² is 0.76. The calculation puts the HOMO-LUMO gap (spin up / spin down) at 8.774 / 3.483 eV. The HOMO energy (spin up / spin down) comes out at -0.5193 / -0.5193 Ha.

Structure (ORCA input):
```
! wB97M-V def2-TZVPD RIJCOSX def2/J DEFGRID3
* xyz 2 2
N 22.013 19.307 27.436
H 22.288 18.454 27.900
H 22.700 20.047 27.462
H 21.196 19.681 27.898
H 21.737 18.971 26.524
N 24.369 19.253 30.727
H 24.077 18.698 29.935
H 23.742 20.043 30.679
H 25.314 19.596 30.631
H 24.329 18.784 31.620
B 24.095 16.945 28.280
F 22.962 17.181 29.032
F 23.743 16.528 26.993
F 24.870 18.086 28.321
F 24.889 15.933 28.731
C 23.176 25.463 28.964
C 23.194 24.023 28.276
O 24.527 23.594 28.270
C 24.851 22.283 27.946
O 24.027 21.429 27.597
O 26.134 22.082 27.992
C 26.753 20.868 27.600
H 23.820 25.517 29.841
H 22.216 25.769 29.379
H 23.360 26.070 28.078
H 22.775 23.958 27.272
H 22.684 23.316 28.930
H 27.221 20.388 28.460
H 27.609 21.060 26.953
H 26.021 20.186 27.169
C 33.273 13.671 27.420
C 31.885 13.211 27.778
O 31.052 14.281 27.354
C 29.855 14.458 27.882
O 29.376 13.791 28.823
O 29.277 15.436 27.211
C 27.998 15.902 27.549
H 33.349 14.695 27.784
H 33.459 13.729 26.348
H 34.000 13.027 27.915
H 31.785 13.036 28.850
H 31.466 12.417 27.160
H 27.936 16.915 27.151
H 27.806 16.035 28.614
H 27.154 15.403 27.073
C 25.922 8.456 24.973
C 24.780 8.691 25.942
O 24.443 10.102 26.111
C 25.260 11.061 26.686
O 26.434 10.842 27.072
O 24.786 12.289 26.444
C 25.494 13.422 26.888
H 26.324 7.443 24.981
H 26.763 9.123 25.159
H 25.441 8.757 24.042
H 25.177 8.356 26.900
H 23.940 8.082 25.608
H 24.795 14.259 26.894
H 26.296 13.773 26.238
H 25.839 13.269 27.911
C 19.741 10.212 32.050
C 20.946 10.508 31.171
O 20.782 11.699 30.410
C 21.524 11.911 29.371
O 22.287 11.114 28.734
O 21.352 13.237 29.043
C 22.302 13.892 28.256
H 18.753 10.138 31.597
H 19.663 10.900 32.892
H 19.850 9.295 32.629
H 21.072 9.649 30.511
H 21.877 10.460 31.736
H 23.129 14.323 28.821
H 21.838 14.579 27.548
H 22.901 13.235 27.626
C 15.651 17.694 27.366
C 17.038 18.213 26.862
O 18.037 17.796 27.793
C 19.255 17.549 27.264
O 19.711 17.774 26.115
O 19.993 16.787 28.079
C 19.602 16.505 29.383
H 15.145 18.507 27.886
H 15.762 16.808 27.991
H 15.159 17.575 26.401
H 17.005 19.300 26.944
H 17.158 17.918 25.819
H 20.430 16.050 29.926
H 18.917 15.664 29.494
H 19.386 17.379 29.996
*
```

---

Density functional theory data (ωB97M-V with the def2-TZVPD basis set) for one molecule with the formula C26H32N2O2.

The calculation puts the HOMO-LUMO gap at 7.854 eV. As for the energy above the lowest of the compared OMol25 structures with the same formula, charge and spin: 206.69 kJ/mol. The HOMO energy comes out at -0.2862 Ha.

Structure (ORCA input):
```
! wB97M-V def2-TZVPD RIJCOSX def2/J DEFGRID3
* xyz 0 1
C -2.884 -1.215 -0.745
C -1.627 -2.068 -0.862
C -1.379 -2.533 -2.294
C -0.078 -3.324 -2.429
N 1.095 -2.612 -1.939
C 1.414 -1.466 -2.768
C 2.228 -3.511 -1.792
C 2.206 -4.235 -0.436
O 2.813 -5.494 -0.616
C 2.952 -3.436 0.659
N 2.432 -2.109 0.805
C 1.223 -1.819 1.337
C 0.932 -0.474 1.220
C -0.310 0.081 1.653
C -0.784 1.330 1.493
C -2.135 1.658 1.946
O -2.923 0.808 2.336
C -2.531 3.090 1.874
C -1.627 4.130 2.064
C -2.054 5.444 2.014
C -3.384 5.754 1.764
C -3.852 7.176 1.701
C -4.288 4.712 1.582
C -3.871 3.399 1.647
C 2.069 0.111 0.560
C 2.417 1.400 0.165
C 3.629 1.607 -0.456
C 4.515 0.555 -0.687
C 4.205 -0.732 -0.302
C 2.979 -0.949 0.315
H -3.025 -0.878 0.279
H -3.764 -1.781 -1.047
H -2.808 -0.337 -1.382
H -0.763 -1.493 -0.532
H -1.718 -2.940 -0.211
H -1.362 -1.667 -2.957
H -2.199 -3.176 -2.623
H -0.172 -4.244 -1.846
H 0.058 -3.615 -3.488
H 1.595 -1.741 -3.819
H 0.591 -0.757 -2.729
H 2.299 -0.970 -2.376
H 3.153 -2.938 -1.873
H 2.251 -4.286 -2.573
H 1.158 -4.353 -0.122
H 2.779 -5.990 0.210
H 4.011 -3.385 0.395
H 2.861 -3.966 1.616
H 0.615 -2.588 1.776
H -0.968 -0.619 2.156
H -0.222 2.102 0.996
H -0.591 3.916 2.285
H -1.342 6.242 2.174
H -4.575 7.370 2.492
H -3.021 7.867 1.814
H -4.343 7.372 0.748
H -5.328 4.939 1.395
H -4.572 2.587 1.517
H 1.756 2.233 0.341
H 3.906 2.603 -0.769
H 5.459 0.753 -1.173
H 4.901 -1.539 -0.479
*
```